# 1
Below is a cluster of 7 separate species, C22H44Cl6O12 in total, with properties calculated with ωB97M-V/def2-TZVPD.

Its HOMO energy is -10.78 eV. Its SMILES is CCOC(=O)OC.CCOC(=O)OC.CCOC(=O)OC.CCOC(=O)OC.ClCCCl.ClCCCl.ClCCCl. The value obtained for the energy above the lowest of the compared OMol25 structures with the same formula, charge and spin is 81.2 kJ/mol.

Geometry as ORCA input:
```
! wB97M-V def2-TZVPD RIJCOSX def2/J DEFGRID3
* xyz 0 1
Cl 0.94 2.93 -0.83
C -0.12 1.61 -0.31
C -0.11 0.39 -1.27
Cl 1.54 -0.24 -1.42
H -1.11 1.93 0.00
H 0.34 1.23 0.61
H -0.53 0.62 -2.25
H -0.68 -0.45 -0.86
Cl -3.12 2.82 -2.99
C -2.14 4.35 -2.67
C -3.13 5.51 -2.32
Cl -2.23 7.08 -2.11
H -1.55 4.56 -3.56
H -1.36 4.22 -1.92
H -3.73 5.32 -1.43
H -3.81 5.65 -3.16
Cl 3.35 -4.26 -3.66
C 2.28 -2.92 -3.10
C 1.70 -2.24 -4.34
Cl 0.26 -3.14 -4.92
H 2.94 -2.26 -2.54
H 1.45 -3.31 -2.51
H 2.40 -2.32 -5.17
H 1.55 -1.18 -4.13
C -0.29 1.57 3.78
C -1.71 1.59 3.43
O -2.25 0.33 3.50
C -2.49 -0.39 2.35
O -2.07 -0.05 1.23
O -3.10 -1.61 2.66
C -3.42 -2.49 1.62
H 0.33 0.99 3.10
H -0.21 1.03 4.72
H 0.17 2.56 3.82
H -1.94 2.06 2.47
H -2.16 2.27 4.16
H -4.12 -3.25 1.98
H -2.53 -2.97 1.23
H -3.84 -1.91 0.79
C 4.38 1.74 -0.33
C 5.96 1.61 -0.32
O 6.41 2.24 0.88
C 7.67 2.09 1.30
O 8.47 1.38 0.73
O 7.86 2.73 2.46
C 9.07 2.62 3.18
H 3.96 1.43 0.62
H 3.83 1.22 -1.11
H 3.96 2.75 -0.33
H 6.46 1.89 -1.25
H 6.25 0.57 -0.22
H 9.57 1.71 2.84
H 8.94 2.61 4.27
H 9.60 3.46 2.74
C 1.27 -1.51 1.87
C 0.76 -2.67 2.75
O 0.80 -2.22 4.10
C 0.30 -3.01 5.07
O 0.14 -4.24 5.01
O 0.08 -2.17 6.14
C -0.36 -2.73 7.34
H 1.40 -1.90 0.86
H 2.21 -1.08 2.21
H 0.49 -0.75 1.84
H 1.40 -3.55 2.73
H -0.24 -3.01 2.50
H -1.24 -3.34 7.12
H -0.75 -2.10 8.13
H 0.47 -3.24 7.83
C -2.92 -2.41 -2.97
C -3.69 -1.34 -3.70
O -5.05 -1.68 -3.36
C -6.17 -1.22 -4.10
O -7.33 -1.49 -3.80
O -5.80 -0.44 -5.25
C -6.90 -0.04 -6.17
H -2.95 -3.35 -3.52
H -3.22 -2.51 -1.93
H -1.86 -2.18 -2.88
H -3.61 -1.50 -4.78
H -3.49 -0.34 -3.34
H -7.00 -0.67 -7.05
H -6.73 1.00 -6.47
H -7.87 0.01 -5.68
*
```

***

# 2
Below is a structure of composition C22H44F5FeN4O5SSi2Te, with properties calculated with ωB97M-V/def2-TZVPD.

Its HOMO energy (spin up / spin down) is -5.10 / -5.55 eV. The value obtained for the energy above the lowest of the compared OMol25 structures with the same formula, charge and spin is 162.0 kJ/mol.

Geometry as ORCA input:
```
! wB97M-V def2-TZVPD RIJCOSX def2/J DEFGRID3
* xyz -1 5
Fe 0.14 -0.13 0.34
C 2.13 0.18 3.72
C 0.77 -0.38 3.56
N 0.12 -0.44 2.43
C -1.05 -1.12 2.66
C -1.13 -1.44 4.00
N 0.03 -0.93 4.55
C -2.13 -2.08 4.82
O -3.20 -2.56 4.19
O -2.02 -2.15 6.03
C -1.83 -1.58 1.50
O -2.82 -2.30 1.64
O -1.40 -1.16 0.36
H 2.44 0.63 2.78
H 2.83 -0.63 3.95
H 2.17 0.91 4.53
H 0.32 -1.13 5.50
H -3.09 -2.50 3.19
F 3.55 -0.91 0.96
Te 2.56 -0.66 -0.67
F 3.89 -2.25 -1.02
F 4.10 0.55 -0.96
F 1.67 1.11 -2.34
F 1.29 -1.89 0.56
O 1.69 0.74 0.32
C 0.43 1.88 -5.14
Si -0.52 1.75 -3.51
C -0.36 3.40 -2.60
C -2.33 1.36 -3.86
C 0.41 0.43 -2.49
Si 0.83 -1.35 -3.16
C 2.55 -1.25 -3.97
C -0.47 -1.64 -4.54
C 0.55 -2.85 -2.05
H 0.02 2.68 -5.77
H 0.38 0.96 -5.72
H 1.49 2.10 -4.97
H -0.42 4.24 -3.29
H 0.59 3.46 -2.07
H -1.15 3.51 -1.85
H -2.84 2.27 -4.20
H -2.85 1.00 -2.97
H -2.44 0.61 -4.64
H 0.01 0.31 -1.43
H 2.62 -0.45 -4.70
H 2.80 -2.19 -4.48
H 3.31 -1.08 -3.22
H -0.43 -0.89 -5.33
H -1.47 -1.62 -4.11
H -0.32 -2.61 -4.99
H 1.46 -3.12 -1.51
H 0.24 -3.72 -2.64
H -0.23 -2.67 -1.32
C -5.15 3.88 2.76
C -5.87 2.79 1.96
C -4.95 1.97 1.05
C -4.03 0.97 1.76
N -2.98 1.62 2.54
C -1.77 1.92 2.01
S -1.45 1.79 0.36
N -0.86 2.43 2.86
C 0.35 3.13 2.43
C 0.06 4.49 1.79
C -0.76 5.43 2.68
C 0.00 5.90 3.91
H -5.86 4.46 3.34
H -4.62 4.55 2.08
H -4.42 3.45 3.44
H -6.63 3.27 1.34
H -6.38 2.11 2.65
H -4.32 2.65 0.46
H -5.57 1.39 0.36
H -3.58 0.34 1.01
H -4.62 0.34 2.43
H -2.98 1.41 3.53
H -1.17 2.60 3.81
H 0.87 2.50 1.70
H 0.99 3.24 3.30
H -0.48 4.31 0.86
H 1.01 4.96 1.54
H -1.69 4.93 2.98
H -1.05 6.30 2.09
H 0.34 5.06 4.52
H -0.63 6.54 4.54
H 0.88 6.48 3.61
*
```

***

# 3
Below is a structure of composition C22H44FMgO19, with properties calculated with ωB97M-V/def2-TZVPD.

Its HOMO energy is -11.30 eV. The value obtained for the energy above the lowest of the compared OMol25 structures with the same formula, charge and spin is 0.0 kJ/mol.

Geometry as ORCA input:
```
! wB97M-V def2-TZVPD RIJCOSX def2/J DEFGRID3
* xyz 1 1
Mg -0.05 -2.16 0.07
F 0.18 -0.31 0.30
C -3.21 3.08 -2.56
C -2.94 1.75 -1.84
C -1.41 1.65 -1.95
O -1.08 2.20 -3.20
C -2.20 3.01 -3.72
H -2.97 3.91 -1.91
H -4.23 3.13 -2.94
H -3.36 0.93 -2.43
H -3.30 1.71 -0.81
H -1.07 0.62 -1.85
H -0.97 2.18 -1.11
H -2.68 2.56 -4.60
H -1.69 3.96 -3.91
C 0.86 -4.49 -3.40
O 1.61 -3.27 -3.56
C 1.27 -2.25 -2.84
O 0.45 -2.28 -1.95
O 1.88 -1.24 -3.24
C 1.54 0.07 -2.62
H 0.76 -4.79 -2.36
H 1.39 -5.24 -3.98
H -0.14 -4.37 -3.84
H 1.31 -0.05 -1.56
H 0.73 0.48 -3.22
H 2.44 0.68 -2.65
C -2.20 6.75 2.18
O -2.30 5.59 2.97
C -2.33 4.43 2.34
O -2.27 4.27 1.20
O -2.42 3.46 3.25
C -2.14 2.10 2.86
H -1.37 7.35 2.55
H -3.13 7.30 2.26
H -1.94 6.48 1.15
H -1.89 1.98 1.80
H -2.95 1.47 3.21
H -1.20 1.90 3.37
C 7.01 2.73 -0.26
O 5.89 3.09 0.50
C 4.70 2.66 0.16
O 4.49 1.82 -0.66
O 3.82 3.26 0.87
C 2.47 2.73 0.77
H 7.71 3.55 -0.31
H 6.73 2.48 -1.29
H 7.49 1.84 0.15
H 1.90 3.24 1.53
H 2.44 1.66 0.94
H 2.09 3.00 -0.22
C -4.18 -0.80 1.19
O -4.25 -1.22 -0.19
C -3.19 -1.72 -0.69
O -2.18 -1.84 -0.07
O -3.40 -2.04 -1.90
C -2.52 -2.99 -2.54
H -4.06 -1.64 1.87
H -5.10 -0.26 1.37
H -3.37 -0.08 1.33
H -2.06 -3.61 -1.76
H -1.75 -2.41 -3.05
H -3.10 -3.65 -3.18
C -2.13 -4.51 2.11
O -2.04 -3.52 3.11
C -1.23 -2.54 2.88
O -0.37 -2.53 2.01
O -1.37 -1.63 3.78
C -0.36 -0.62 3.91
H -2.63 -4.11 1.22
H -2.74 -5.35 2.41
H -1.13 -4.85 1.88
H -0.57 -0.08 4.83
H -0.39 0.04 3.06
H 0.60 -1.13 4.03
C 4.15 -0.61 1.15
O 4.09 -2.03 1.36
C 3.15 -2.77 0.85
O 2.05 -2.41 0.40
O 3.54 -4.02 0.89
C 2.72 -5.00 0.32
H 5.19 -0.32 1.14
H 3.64 -0.10 1.96
H 3.74 -0.32 0.19
H 2.72 -4.96 -0.77
H 1.70 -4.99 0.71
H 3.09 -6.00 0.54
*
```

***

# 4
Below is a cluster of 6 separate species, C22H44N2O8 in total, with properties calculated with ωB97M-V/def2-TZVPD.

Its HOMO energy is -7.92 eV. Its SMILES is COCCNN(C(C)=O)C(C)=O.CC(C)=O.CC(C)=O.CC(C)=O.CC(C)=O.CC(C)=O.

Geometry as ORCA input:
```
! wB97M-V def2-TZVPD RIJCOSX def2/J DEFGRID3
* xyz 0 1
C 2.20 -0.04 1.25
O 1.95 1.36 1.21
C 1.02 1.72 0.19
C -0.35 1.94 0.84
N -1.46 1.56 -0.06
N -1.76 0.20 0.23
C -2.77 0.06 1.25
C -4.03 0.88 1.24
O -2.59 -0.71 2.12
C -1.98 -0.59 -0.92
C -1.85 -2.08 -0.70
O -2.26 -0.14 -1.97
H 3.10 -0.26 0.66
H 2.38 -0.37 2.27
H 1.36 -0.61 0.88
H 0.98 0.96 -0.59
H 1.40 2.64 -0.24
H -0.34 1.31 1.72
H -0.44 2.97 1.18
H -1.08 1.64 -1.00
H -3.90 1.89 0.88
H -4.35 0.96 2.27
H -4.84 0.38 0.72
H -2.42 -2.32 0.20
H -0.82 -2.31 -0.49
H -2.26 -2.63 -1.54
C -1.68 -5.95 1.93
C -0.75 -5.14 1.06
O -1.01 -4.92 -0.10
C 0.50 -4.60 1.70
H -2.54 -6.27 1.35
H -1.16 -6.83 2.31
H -2.03 -5.34 2.77
H 1.12 -5.42 2.07
H 0.24 -3.94 2.53
H 1.07 -4.03 0.96
C 3.92 -2.63 -1.92
C 2.64 -3.14 -1.32
O 2.07 -2.55 -0.43
C 2.09 -4.44 -1.86
H 4.19 -1.70 -1.44
H 4.72 -3.35 -1.77
H 3.78 -2.44 -2.98
H 2.81 -5.25 -1.71
H 1.87 -4.34 -2.93
H 1.16 -4.69 -1.34
C 8.41 -2.45 -1.16
C 7.42 -1.39 -0.76
O 6.32 -1.33 -1.27
C 7.85 -0.40 0.29
H 7.98 -3.09 -1.93
H 9.31 -1.98 -1.56
H 8.67 -3.06 -0.29
H 8.72 0.15 -0.05
H 8.08 -0.93 1.22
H 7.04 0.30 0.48
C -1.19 5.68 -1.36
C 0.11 5.05 -1.78
O 0.32 3.86 -1.64
C 1.15 5.96 -2.38
H -1.84 4.91 -0.94
H -1.01 6.44 -0.59
H -1.68 6.13 -2.22
H 1.44 6.73 -1.67
H 0.76 6.43 -3.29
H 2.04 5.38 -2.64
C -7.53 4.26 0.20
C -7.37 3.16 1.23
O -6.56 2.27 1.07
C -8.25 3.22 2.45
H -6.84 4.09 -0.62
H -8.55 4.25 -0.19
H -7.32 5.23 0.66
H -9.30 3.17 2.15
H -8.07 4.14 3.00
H -8.03 2.37 3.09
*
```

***

Across the entries above, E_tot takes the values -4528.65131; -4468.44543; -2594.13733; -1576.01710 a.u., respectively.
Across the entries above, largest force on an atom takes the values 4.54; 5.46; 4.78; 3.03 eV/Å, respectively.